[1]
{
  "formula": "H3N3O3",
  "method": "ωB97M-V with the def2-TZVPD basis set",
  "symbols": ["N", "N", "N", "O", "O", "O", "H", "H", "H"],
  "positions_angstrom": [[0.186405, 1.077851, 0.627231], [-1.083891, 0.782142, 0.211611], [1.166018, 0.553232, 0.159158], [2.334977, 0.586196, 0.388163], [1.921774, -1.414687, -1.164073], [0.849506, -0.796959, -0.694435], [-1.413958, -0.157116, -0.032497], [-1.831192, 1.319059, 0.769114], [2.492836, -1.806721, -0.447592]],
  "forces_ev_per_a": [[-1.500, 1.059, 0.851], [-2.069, 0.899, 0.465], [0.683, -3.242, -1.420], [1.100, 1.120, 0.537], [2.588, -0.392, -0.591], [-2.900, 0.707, 1.172], [1.003, 0.305, 0.237], [2.245, -1.152, -1.089], [-1.151, 0.697, -0.162]],
  "smiles": "N/N=[N+](/[O-])OO",
  "charge": 0,
  "e_tot_ha": -391.50755,
  "homo_ev": -9.3,
  "de_lowest_kcal_mol": 146.0
}

***

[2]
{
  "formula": "C37H28Cl5N2O6PtS5",
  "method": "ωB97M-V with the def2-TZVPD basis set",
  "symbols": ["Pt", "O", "S", "C", "C", "C", "C", "S", "O", "C", "C", "C", "C", "C", "C", "C", "C", "C", "C", "C", "C", "H", "H", "H", "H", "H", "H", "H", "H", "H", "H", "H", "H", "H", "H", "H", "H", "H", "H", "Cl", "C", "C", "Cl", "C", "Cl", "C", "O", "C", "Cl", "C", "Cl", "S", "C", "S", "C", "N", "N", "C", "C", "C", "C", "C", "C", "S", "H", "H", "H", "H", "H", "O", "C", "C", "C", "C", "C", "C", "C", "O", "O", "H", "H", "H", "H", "H"],
  "positions_angstrom": [[1.481243, 0.945584, 0.274485], [0.261025, -0.472625, 1.069425], [-0.908954, -0.561112, 2.089564], [-0.348998, -1.835683, 3.257640], [0.545176, -2.898023, 2.602171], [2.005747, -2.806465, 3.050385], [2.720348, -1.607746, 2.447035], [3.495141, -1.780642, 0.814697], [3.142156, -0.468562, 0.097831], [2.516277, -3.027577, 0.013138], [1.516458, -2.657176, -0.876144], [0.788214, -3.647126, -1.517644], [1.070543, -4.987233, -1.279577], [2.097892, -5.344271, -0.414589], [2.833791, -4.361769, 0.230426], [-2.111304, -1.532931, 1.208970], [-1.968537, -1.714497, -0.157392], [-2.973905, -2.373225, -0.856813], [-4.100260, -2.831064, -0.188084], [-4.227472, -2.644758, 1.183968], [-3.238342, -1.983632, 1.890807], [-1.262318, -2.253065, 3.682125], [0.167107, -1.274694, 4.041064], [0.492984, -2.777714, 1.520171], [0.162983, -3.893012, 2.825449], [2.506688, -3.742596, 2.800837], [2.061864, -2.711160, 4.136468], [3.545660, -1.278625, 3.078565], [2.051889, -0.770183, 2.306719], [1.325041, -1.611027, -1.065002], [0.002481, -3.374368, -2.212178], [0.502964, -5.756924, -1.786150], [2.333141, -6.387841, -0.250394], [3.654035, -4.635659, 0.886317], [-1.088337, -1.345203, -0.664622], [-2.883760, -2.511937, -1.926681], [-4.890289, -3.324284, -0.739787], [-5.107656, -3.002381, 1.702638], [-3.348983, -1.815254, 2.957403], [2.306511, 6.836560, 4.104122], [2.319238, 5.248388, 3.475150], [1.241410, 4.396672, 3.709746], [-0.084212, 4.924237, 4.660435], [1.253794, 3.114183, 3.180070], [-0.054221, 2.039899, 3.471813], [2.340118, 2.637762, 2.439228], [2.403765, 1.383004, 1.958048], [3.427146, 3.499302, 2.242606], [4.765170, 2.907052, 1.345633], [3.412155, 4.796714, 2.735879], [4.740748, 5.838936, 2.442792], [-3.820824, 0.299090, -3.712747], [-3.037765, 0.971766, -2.445463], [-1.315296, 1.157751, -2.353292], [-1.461178, 1.817728, -0.740153], [-2.675011, 1.890056, -0.326122], [-3.558053, 1.452615, -1.263913], [-4.949627, 1.453865, -0.894908], [-5.904325, 1.950805, -1.764372], [-7.233378, 1.961109, -1.367660], [-7.599243, 1.471390, -0.121300], [-6.627526, 0.978083, 0.740336], [-5.294770, 0.982063, 0.358042], [-0.192916, 2.513368, 0.238547], [-5.615068, 2.341334, -2.729462], [-7.984105, 2.363214, -2.034953], [-8.636355, 1.491074, 0.186916], [-6.905006, 0.593144, 1.714206], [-4.520854, 0.627029, 1.023409], [2.071547, 0.185078, -4.480114], [3.045908, 1.100238, -4.305098], [3.859341, 1.378255, -5.398066], [4.872683, 2.306781, -5.293168], [5.117663, 2.981843, -4.092615], [4.328218, 2.712613, -3.006131], [3.277189, 1.779562, -3.097404], [2.485952, 1.518269, -1.924379], [1.515071, 0.697463, -1.900057], [2.715456, 2.107075, -0.795440], [1.576587, 0.081769, -3.653972], [3.669434, 0.843902, -6.319828], [5.488733, 2.513402, -6.160268], [5.920668, 3.702072, -4.020809], [4.493491, 3.209947, -2.058519]],
  "forces_ev_per_a": [[1.234, 0.409, -1.114], [-0.304, -0.479, 0.222], [-0.043, -0.114, -0.268], [0.391, 0.178, -0.023], [-0.076, -0.019, 0.044], [-0.115, -0.085, -0.212], [0.333, -0.073, 0.296], [-0.321, 0.317, -0.283], [0.093, -0.080, 0.117], [-0.084, -0.050, -0.161], [0.049, -0.060, 0.039], [0.006, -0.054, -0.005], [0.032, 0.025, 0.023], [-0.086, -0.018, -0.001], [0.077, 0.004, 0.058], [-0.095, 0.084, -0.328], [-0.042, -0.034, 0.017], [-0.037, 0.012, 0.056], [0.026, 0.017, -0.043], [-0.040, -0.005, -0.018], [0.120, 0.080, 0.089], [0.006, 0.097, -0.016], [-0.010, -0.057, 0.019], [-0.021, -0.185, -0.001], [-0.100, 0.032, 0.067], [0.064, 0.028, 0.041], [-0.025, -0.037, 0.010], [-0.002, 0.054, -0.013], [-0.008, 0.092, 0.202], [0.005, -0.016, -0.064], [0.044, -0.005, 0.016], [0.011, 0.017, 0.004], [0.000, 0.030, -0.008], [-0.024, 0.012, -0.055], [-0.041, 0.003, -0.002], [0.000, 0.036, 0.013], [0.034, 0.000, 0.022], [0.025, 0.017, -0.017], [-0.048, 0.005, -0.063], [-0.002, 0.077, 0.024], [-0.013, -0.015, -0.005], [-0.019, 0.073, 0.008], [-0.014, -0.014, -0.043], [0.074, -0.299, 0.101], [0.076, 0.065, 0.369], [0.058, 0.260, -0.140], [-0.918, 0.152, 0.716], [-0.031, -0.167, -0.338], [0.147, 0.050, 0.125], [0.110, 0.029, 0.067], [-0.010, -0.017, 0.009], [-0.034, -0.134, -0.107], [-0.364, 0.088, 0.425], [0.219, 0.148, -0.001], [0.120, -0.296, -0.197], [-0.169, -0.099, 0.196], [0.122, 0.008, -0.166], [0.225, 0.059, -0.117], [-0.042, 0.110, -0.064], [-0.005, -0.020, 0.028], [0.063, 0.000, 0.025], [-0.003, 0.039, -0.005], [-0.068, -0.153, 0.088], [0.187, 0.347, -0.170], [0.001, -0.041, 0.012], [0.012, -0.016, 0.003], [0.009, -0.034, -0.027], [0.008, 0.056, -0.028], [0.023, -0.048, 0.033], [0.188, 0.155, 0.030], [-0.231, -0.107, 0.038], [0.085, -0.010, -0.186], [-0.027, -0.033, -0.031], [0.061, 0.028, -0.040], [-0.115, -0.033, 0.091], [0.169, 0.095, 0.073], [0.170, 0.473, 0.025], [-0.720, -0.553, 0.351], [-0.301, -0.390, 0.125], [-0.047, -0.025, 0.031], [0.017, 0.046, 0.009], [-0.018, -0.017, 0.043], [-0.019, -0.014, -0.016], [-0.003, -0.003, -0.026]],
  "charge": 1,
  "e_tot_ha": -6398.66011,
  "homo_ev": -10.3,
  "de_lowest_kcal_mol": 16.0
}

***

[3]
{
  "formula": "C9H12BrN3O2S",
  "method": "ωB97M-V with the def2-TZVPD basis set",
  "symbols": ["O", "Br", "N", "N", "O", "S", "C", "C", "C", "C", "C", "N", "C", "C", "C", "C", "H", "H", "H", "H", "H", "H", "H", "H", "H", "H", "H", "H"],
  "positions_angstrom": [[-2.806271, -0.925506, 1.499108], [-0.757401, 3.271691, -1.637061], [0.920933, -0.338209, -2.221117], [2.176225, 1.187745, -3.471548], [-1.374616, -1.434648, 3.121090], [-1.125099, 0.206422, -0.694930], [-1.619147, -1.034223, 1.866120], [1.769591, -0.010852, -3.129106], [0.164374, 0.625777, -1.796654], [1.526399, 2.156613, -2.858904], [0.467187, 1.913345, -2.099135], [2.410077, -1.098548, -3.682026], [-0.427702, -0.608233, 0.921798], [1.743258, 3.582580, -3.374395], [-1.443512, -2.279937, 5.196581], [-2.410246, -1.824826, 4.135223], [2.793401, -1.005034, -4.605696], [1.849592, -1.916066, -3.525283], [0.111639, -1.582343, 0.607056], [0.293150, 0.079865, 1.501865], [0.836060, 4.224000, -3.370564], [2.191930, 3.632353, -4.386766], [2.554700, 4.086175, -2.704535], [-1.145108, -3.368105, 5.118639], [-1.960567, -2.173551, 6.128708], [-0.581327, -1.704630, 5.222325], [-3.013416, -1.054789, 4.506063], [-3.144103, -2.607068, 3.733144]],
  "forces_ev_per_a": [[2.877, -0.285, 0.258], [-0.137, 0.266, 0.391], [-1.681, -1.318, 0.829], [0.539, 0.321, -0.198], [0.706, 0.386, -0.877], [-1.632, -0.573, 2.152], [-4.203, 1.068, -0.921], [3.157, -1.399, -1.456], [0.303, -1.046, 2.473], [0.843, 2.954, -3.633], [-2.756, 1.034, 1.563], [-0.159, -0.004, -0.135], [1.254, -1.012, 0.145], [2.082, 1.121, 0.841], [-1.801, -2.929, 0.543], [1.319, -2.175, -1.940], [0.101, 0.171, -0.033], [0.153, -0.401, -0.173], [-0.660, 1.678, 0.601], [-1.144, -1.064, -1.086], [0.747, -0.678, 0.155], [-0.313, -0.549, 0.562], [-1.496, -0.643, -0.952], [-0.322, 1.207, -0.154], [-0.112, -0.082, 0.886], [1.470, 1.207, -0.060], [-0.541, 1.818, -0.098], [1.409, 0.928, 0.317]],
  "smiles": "CCOC(=O)CSc1nc(N)nc(C)c1Br",
  "charge": 0,
  "e_tot_ha": -3637.05472,
  "homo_ev": -8.7
}

***

[4]
{
  "formula": "C5H9Cl",
  "method": "ωB97M-V with the def2-TZVPD basis set",
  "symbols": ["C", "C", "C", "C", "C", "H", "H", "H", "H", "H", "H", "H", "H", "H", "Cl"],
  "positions_angstrom": [[-0.337031, 1.956222, 1.412737], [0.176336, 0.979405, 0.278889], [-0.532262, -0.364165, -0.112500], [0.289701, -1.095506, -1.086562], [0.400387, -2.468605, -1.154315], [-0.154219, 1.645807, 2.462767], [0.158939, 2.960582, 1.373361], [-1.538729, 2.068978, 1.265546], [1.327549, 0.904241, 0.386589], [0.336570, 1.445768, -0.744013], [-0.945576, -0.965763, 0.773957], [-1.542495, -0.010579, -0.313961], [0.859451, -0.459638, -1.793213], [-0.053511, -3.289156, -0.509190], [1.554889, -3.307591, -2.240093]],
  "forces_ev_per_a": [[-2.312, -0.097, -1.051], [2.983, 0.704, -0.660], [-1.364, 0.924, 3.484], [0.178, -2.976, -0.974], [0.296, 0.874, 0.495], [-0.166, -0.456, -0.809], [-0.602, -0.836, -0.467], [2.847, 0.042, 0.524], [-1.585, -0.791, 0.711], [-1.192, 0.421, 1.060], [1.691, 0.242, -0.710], [-0.118, 0.027, -1.662], [-0.270, -0.685, 0.386], [0.321, 1.792, -0.732], [-0.707, 0.814, 0.405]],
  "smiles": "CCC/C=C/Cl",
  "charge": 0,
  "e_tot_ha": -656.02843,
  "homo_ev": -9.3,
  "de_lowest_kcal_mol": 43.5
}

***

[5]
{
  "formula": "C6H10O",
  "method": "ωB97M-V with the def2-TZVPD basis set",
  "symbols": ["C", "C", "C", "C", "C", "O", "C", "H", "H", "H", "H", "H", "H", "H", "H", "H", "H"],
  "positions_angstrom": [[-2.352688, -0.381144, 0.066696], [-1.089229, -0.163471, -0.709912], [0.207358, 1.239737, 0.498894], [1.081501, 0.061839, 0.136839], [2.386352, 0.203549, -0.516861], [2.274993, -0.214778, 0.854147], [0.072166, -1.030138, -0.209755], [-2.243337, -0.623456, 1.141035], [-3.092162, 0.419139, -0.065112], [-2.777471, -1.289000, -0.402950], [-0.600844, 1.110251, -0.457692], [0.623489, 2.248498, 0.371400], [-0.298536, 1.128730, 1.465261], [2.715402, -0.566802, -1.220375], [2.818592, 1.196519, -0.673594], [-0.155396, -1.612094, 0.703244], [0.429813, -1.727374, -0.981269]],
  "forces_ev_per_a": [[-0.042, 0.043, 0.053], [0.005, -0.475, 0.260], [-0.337, -0.199, -0.299], [-0.071, 0.004, -0.191], [-0.048, 0.026, -0.095], [-0.190, 0.053, -0.214], [0.183, 0.010, 0.061], [0.055, 0.086, -0.252], [0.196, -0.199, 0.007], [0.128, 0.213, 0.053], [0.389, 0.482, 0.484], [-0.113, -0.326, 0.004], [0.139, -0.007, -0.248], [-0.082, 0.176, 0.251], [-0.128, -0.269, 0.112], [0.008, 0.173, -0.170], [-0.090, 0.209, 0.183]],
  "charge": 0,
  "e_tot_ha": -309.66270,
  "homo_ev": -8.1,
  "de_lowest_kcal_mol": 112.7
}

***

[6]
{
  "formula": "C6H10N3",
  "method": "ωB97M-V with the def2-TZVPD basis set",
  "symbols": ["C", "C", "C", "C", "C", "C", "N", "N", "N", "H", "H", "H", "H", "H", "H", "H", "H", "H", "H"],
  "positions_angstrom": [[0.183668, 0.383786, 2.678278], [1.501638, 0.471598, 2.261480], [-0.634068, 0.124101, 1.603490], [-2.852087, 0.179392, -2.288987], [-1.730020, -0.384420, -2.192963], [-0.456016, -0.668504, -2.002001], [1.503474, 0.164492, 0.954834], [0.208774, -0.044455, 0.572686], [2.488142, 0.130413, 0.034330], [-0.035749, 0.786155, 3.691668], [2.527876, 0.483901, 2.637033], [-1.670812, -0.196372, 1.748704], [-3.351483, 0.632101, -1.371132], [-3.466531, 0.026488, -3.222775], [-0.285776, -0.202417, -0.708816], [-0.084363, -1.671300, -1.657570], [0.186240, -0.119146, -2.681901], [3.259739, 0.610675, 0.441173], [2.707356, -0.706489, -0.497530]],
  "forces_ev_per_a": [[0.716, 2.314, 3.161], [1.312, -1.200, -1.294], [1.671, -0.864, 0.990], [-3.489, 0.468, -0.086], [0.965, -0.100, 0.719], [1.147, -1.702, -0.417], [-3.920, -0.971, 0.110], [-0.979, -0.174, -2.755], [0.582, 0.957, -0.831], [-0.388, -0.978, -0.877], [-0.801, 0.522, 0.855], [0.355, 0.456, -1.057], [0.821, -0.265, -1.451], [0.588, 0.211, 1.171], [1.107, 0.366, 1.510], [-0.678, 0.761, -0.730], [0.489, 0.272, 0.442], [0.846, 0.162, -0.320], [-0.345, -0.235, 0.861]],
  "charge": 1,
  "e_tot_ha": -398.46078,
  "homo_ev": -13.2,
  "de_lowest_kcal_mol": 129.0
}

***

Calculated values (eV) of LUMO energy for the records, taken in order: 0.61 -4.42 0.03 1.08 0.51 -3.76.